Computed, not measured: a cluster of 8 separate species, C26H54N2O24 in total, with ωB97M-V/def2-TZVPD.

Values from the calculation:
E_HOMO, hartree: -0.339
SMILES: CNCN(COC)C(=O)O.COC(=O)OC.COC(=O)OC.COC(=O)OC.COC(=O)OC.COC(=O)OC.COC(=O)OC.COC(=O)OC
Net charge: 0
Energy, eV: -79957.7815
Maximum force, eV Å⁻¹: 0.6
HOMO-LUMO gap, eV: 9.635

Last column: Mulliken charge in e.
Cartesian coordinates (Å):
1 C 5.150 -0.791 -0.767  -0.884
2 N 3.825 -1.010 -1.343  -0.088
3 C 3.040 0.167 -1.582  -1.148
4 N 2.380 0.553 -0.325  0.535
5 C 1.340 -0.378 0.104  -1.021
6 O 0.371 -0.605 -0.889  -0.489
7 C -0.768 0.241 -0.843  -0.600
8 C 2.023 1.903 -0.166  0.359
9 O 1.969 2.468 0.884  -0.588
10 O 1.742 2.582 -1.311  -0.172
11 H 5.948 -0.996 -1.484  0.323
12 H 5.312 -1.416 0.110  0.244
13 H 5.246 0.248 -0.448  0.289
14 H 3.859 -1.586 -2.170  0.258
15 H 2.315 -0.068 -2.371  0.408
16 H 3.634 1.030 -1.903  0.504
17 H 0.892 0.017 1.017  0.428
18 H 1.811 -1.328 0.335  0.493
19 H -0.594 1.117 -0.211  0.178
20 H -1.623 -0.312 -0.449  0.372
21 H -1.009 0.580 -1.850  0.299
22 H 1.581 1.966 -2.036  0.291
23 C -1.715 3.950 -0.822  -0.518
24 O -2.164 3.733 -2.165  -0.212
25 C -3.475 3.540 -2.287  0.804
26 O -4.271 3.525 -1.383  -0.560
27 O -3.756 3.361 -3.575  -0.333
28 C -5.141 3.129 -3.853  -0.570
29 H -0.638 4.075 -0.892  -0.015
30 H -2.171 4.842 -0.397  0.383
31 H -1.950 3.092 -0.195  0.270
32 H -5.742 3.982 -3.542  0.226
33 H -5.489 2.234 -3.341  0.281
34 H -5.202 2.999 -4.929  0.236
35 C 0.679 -3.696 5.009  -0.522
36 O 1.108 -2.411 5.475  -0.382
37 C 1.236 -1.530 4.482  0.773
38 O 1.061 -1.778 3.312  -0.487
39 O 1.572 -0.348 4.980  -0.374
40 C 1.746 0.673 3.986  -0.578
41 H 0.616 -4.345 5.876  0.280
42 H -0.296 -3.615 4.531  0.283
43 H 1.399 -4.092 4.296  0.182
44 H 0.829 0.810 3.416  0.255
45 H 2.557 0.416 3.308  0.289
46 H 1.985 1.581 4.529  0.286
47 C -0.469 -9.210 1.820  -0.622
48 O -0.036 -7.952 2.349  -0.346
49 C 0.087 -6.986 1.440  0.799
50 O -0.134 -7.098 0.260  -0.553
51 O 0.484 -5.877 2.055  -0.233
52 C 0.673 -4.746 1.192  -0.128
53 H -0.518 -9.881 2.672  0.218
54 H -1.450 -9.113 1.357  0.279
55 H 0.242 -9.580 1.084  0.295
56 H -0.259 -4.487 0.694  0.009
57 H 1.440 -4.954 0.449  0.358
58 H 0.982 -3.929 1.839  -0.023
59 C -6.612 5.451 -0.632  -0.515
60 O -6.846 6.677 0.077  -0.325
61 C -7.380 6.519 1.284  0.749
62 O -7.681 5.471 1.796  -0.541
63 O -7.531 7.724 1.839  -0.325
64 C -8.101 7.698 3.151  -0.627
65 H -6.178 5.749 -1.582  0.179
66 H -5.917 4.814 -0.091  0.315
67 H -7.552 4.924 -0.790  0.292
68 H -7.468 7.133 3.832  0.294
69 H -9.094 7.253 3.129  0.293
70 H -8.159 8.737 3.462  0.212
71 C 9.584 -3.383 0.119  -0.611
72 O 9.374 -3.863 1.451  -0.318
73 C 8.103 -3.838 1.849  0.825
74 O 7.167 -3.459 1.194  -0.539
75 O 8.043 -4.304 3.095  -0.320
76 C 6.724 -4.329 3.653  -0.633
77 H 10.652 -3.466 -0.054  0.211
78 H 9.034 -3.992 -0.597  0.286
79 H 9.264 -2.346 0.032  0.288
80 H 6.072 -4.970 3.062  0.289
81 H 6.306 -3.324 3.689  0.292
82 H 6.841 -4.727 4.655  0.227
83 C -6.558 -2.486 -0.380  -0.590
84 O -5.861 -3.619 0.150  -0.337
85 C -4.741 -3.929 -0.504  0.840
86 O -4.304 -3.346 -1.463  -0.566
87 O -4.192 -4.987 0.086  -0.335
88 C -2.975 -5.442 -0.520  -0.346
89 H -7.433 -2.364 0.250  0.214
90 H -5.932 -1.597 -0.335  0.270
91 H -6.854 -2.667 -1.411  0.287
92 H -2.224 -4.655 -0.507  0.092
93 H -3.150 -5.752 -1.548  0.324
94 H -2.642 -6.287 0.074  0.111
95 C 2.869 6.112 -6.936  -0.629
96 O 3.145 5.628 -5.618  -0.324
97 C 2.170 5.857 -4.736  0.789
98 O 1.128 6.412 -4.971  -0.550
99 O 2.548 5.367 -3.558  -0.327
100 C 1.585 5.534 -2.510  -0.569
101 H 3.742 5.855 -7.528  0.214
102 H 1.980 5.633 -7.341  0.294
103 H 2.723 7.190 -6.924  0.293
104 H 0.663 5.013 -2.763  0.230
105 H 1.386 6.592 -2.345  0.407
106 H 2.022 5.092 -1.622  0.164

Atoms 1-3, force components in eV/Å:
0.0 0.0 0.1
0.0 0.0 -0.2
0.0 -0.1 0.1


Computed, not measured: a cluster of 2 separate species, C7H14NOS in total in a non-equilibrium geometry, with ωB97M-V/def2-TZVPD.

Values from the calculation:
E_HOMO (spin up / spin down), hartree: -0.452 / -0.460
Net charge: +1
Energy, eV: -21847.9301
Maximum force, eV Å⁻¹: 2.7
HOMO-LUMO gap (spin up / spin down), eV: 6.990 / 7.479

Last column: natural (NBO) charge in e.
Cartesian coordinates (Å):
1 C -0.881 0.753 1.807  0.063
2 C 0.425 1.230 -2.825  -0.487
3 C -0.910 1.800 -3.294  -0.459
4 C -0.442 1.952 -1.930  -0.002
5 C -0.202 -2.300 1.881  -0.608
6 C 1.691 -0.616 1.902  -0.620
7 C 0.477 -1.141 1.150  -0.091
8 N -0.523 -0.102 0.922  -0.414
9 O -0.657 -1.142 -1.447  -0.889
10 S -1.401 -0.213 -0.626  1.136
11 H -1.657 1.465 1.574  0.220
12 H -0.438 0.763 2.791  0.229
13 H 0.450 0.143 -2.736  0.285
14 H 1.381 1.647 -3.113  0.258
15 H -0.961 2.691 -3.908  0.255
16 H -1.684 1.088 -3.540  0.255
17 H -0.371 2.731 -1.203  0.228
18 H -1.044 -2.687 1.311  0.232
19 H 0.512 -3.106 2.015  0.247
20 H -0.555 -1.980 2.860  0.213
21 H 1.454 -0.377 2.935  0.212
22 H 2.098 0.267 1.414  0.226
23 H 2.456 -1.385 1.909  0.253
24 H 0.783 -1.481 0.153  0.259

Atoms 1-3, force components in eV/Å:
0.2 -0.5 -0.6
0.2 0.1 0.0
-0.1 0.1 -0.2


Computed, not measured: a cluster of 2 separate species, C5H11NO in total in a non-equilibrium geometry, with ωB97M-V/def2-TZVPD.

Values from the calculation:
E_HOMO (spin up / spin down), hartree: -0.487 / -0.487
Net charge: +1
Energy, eV: -8889.1815
Maximum force, eV Å⁻¹: 4.4
HOMO-LUMO gap (spin up / spin down), eV: 7.220 / 4.975
Spin multiplicity: 2

Last column: natural (NBO) charge in e.
Cartesian coordinates (Å):
1 N 0.088 -1.570 -1.288  -0.791
2 C 0.422 -0.980 -0.010  -0.330
3 C -0.920 3.393 1.166  -0.134
4 C -0.981 2.223 1.931  -0.110
5 C -0.349 0.846 1.583  -0.122
6 C -0.202 0.340 0.247  0.049
7 H -0.859 -1.834 -1.092  0.367
8 H 0.140 -0.815 -1.971  0.365
9 H 0.155 -1.709 0.870  0.231
10 H 1.521 -0.962 -0.019  0.277
11 H -0.754 4.373 1.630  0.256
12 H -0.578 3.363 0.062  0.227
13 H -1.583 2.092 2.816  0.247
14 H -0.201 0.341 2.534  0.253
15 H -0.029 0.985 -0.591  0.220
16 H 1.521 -3.104 -1.870  0.477
17 H 0.896 -3.480 -3.265  0.469
18 O 1.713 -3.504 -2.735  -0.949

Atoms 1-3, force components in eV/Å:
-0.4 0.4 0.9
-0.3 -2.0 2.0
2.1 -1.1 -1.2


Q: Which of these has the highest maximum force?
A: C5H11NO


Q: Which of these has the lowest net charge?
A: C26H54N2O24